160
Properties=species:S:1:pos:R:3:forces:R:3 method="wB97M-V/def2-TZVPD" spin_multiplicity=1 lumo_energy_ev=-3.0528 charge=+2
C -22.1739 8.7268 -18.1370 -1.1 0.3 1.8
N -20.9167 8.0618 -18.4916 0.8 1.0 -0.5
C -20.2414 7.6608 -17.2126 -0.3 -0.4 0.2
C -21.1816 6.8521 -19.2697 -1.1 -0.3 -1.2
C -20.1040 9.0087 -19.4156 0.3 0.4 2.6
C -19.6511 10.3375 -18.7069 0.3 -0.3 -1.0
O -20.7493 11.2372 -18.6070 0.0 0.1 0.5
H -22.7144 9.2520 -18.9263 0.5 -0.4 -0.3
H -21.9937 9.4596 -17.3215 0.0 -0.4 -0.7
H -22.7725 7.9219 -17.7025 -0.4 0.3 -0.1
H -20.1781 8.5259 -16.5799 0.2 0.4 0.2
H -19.2584 7.2438 -17.4274 -0.2 0.0 0.0
H -20.8807 6.9104 -16.6855 0.5 0.5 -0.7
H -21.4619 7.1466 -20.2881 0.0 0.0 0.2
H -22.0378 6.3563 -18.8312 0.1 -0.3 0.1
H -20.3402 6.1896 -19.3270 0.5 -0.1 0.3
H -20.7158 9.0953 -20.2978 -0.1 0.6 -0.2
H -19.2319 8.4349 -19.6378 0.8 -0.3 -0.3
H -18.9148 10.7397 -19.3969 0.2 0.1 -0.3
H -19.0283 10.1486 -17.7833 -1.2 0.1 -0.5
H -20.5115 12.1889 -18.5744 0.3 -1.1 -0.1
C -13.6343 7.8031 -17.4040 -0.3 1.1 -1.1
N -13.6041 7.4067 -18.9015 0.5 -1.3 0.9
C -12.3087 7.9204 -19.4603 0.9 0.2 -0.9
C -13.6773 5.8530 -18.9095 0.9 2.2 1.2
C -14.7530 8.0416 -19.6947 1.3 1.2 0.4
C -16.0567 7.3762 -19.6322 -1.0 0.3 -1.3
O -16.5489 7.4257 -18.3344 -0.6 -1.0 0.5
H -14.3090 7.2007 -16.8281 0.0 -0.9 0.0
H -14.1151 8.7934 -17.3513 0.8 -0.2 -0.1
H -12.5939 7.7905 -17.0547 -0.5 0.0 0.1
H -12.1398 7.5302 -20.4742 -0.3 -0.3 0.4
H -11.3893 7.7692 -18.8488 -1.0 -0.5 0.0
H -12.3531 8.9949 -19.6173 -0.5 0.2 0.3
H -12.9257 5.5102 -18.1836 -0.3 0.0 -0.4
H -13.5487 5.4702 -19.8748 0.5 -0.4 -1.5
H -14.6618 5.6675 -18.5729 -0.8 -0.5 0.5
H -14.4718 8.1376 -20.7389 0.4 0.0 0.0
H -14.8025 9.0241 -19.2186 -0.2 0.2 -0.5
H -15.9490 6.3978 -20.0848 -0.2 -0.7 0.3
H -16.7250 7.8885 -20.3910 0.6 -0.1 0.8
H -17.1036 6.6210 -18.1932 0.0 0.3 0.1
C -14.7933 3.7659 -16.5492 0.1 0.2 0.8
C -15.3557 2.3567 -16.2751 2.1 1.1 0.3
C -15.9865 2.3206 -14.8886 0.6 -0.3 0.2
O -16.8211 1.2159 -14.8936 -1.4 -0.2 -0.1
C -18.0498 1.2765 -14.1186 1.4 0.4 -0.6
N -16.3016 2.0419 -17.3309 0.6 -3.1 -1.0
H -16.4618 1.0158 -17.4277 -0.3 0.9 0.8
H -17.1450 2.5587 -17.1407 -1.7 0.7 -0.2
H -15.9748 2.2309 -18.2690 0.5 0.8 -0.3
H -14.4901 4.2035 -15.5757 0.3 -0.3 -0.6
H -15.5460 4.4767 -16.9243 -0.1 -0.5 0.0
H -13.9455 3.7331 -17.2299 0.1 -0.1 0.1
H -14.5556 1.6105 -16.3438 0.0 0.3 0.1
H -16.4577 3.2760 -14.6862 -0.7 0.1 0.0
H -15.2009 2.2132 -14.1005 -0.2 0.1 -0.6
H -17.7161 1.1994 -13.0858 -0.7 -0.1 0.3
H -18.6047 0.4399 -14.4984 -0.3 -0.5 0.4
H -18.6518 2.1756 -14.3151 0.5 0.0 0.1
C -8.1307 10.1709 -15.3157 -0.8 1.0 0.4
C -8.9033 10.5926 -16.5152 0.1 -0.2 -2.2
C -9.7273 9.4239 -17.1814 1.2 -0.4 0.7
O -9.0343 8.2498 -17.6783 -0.1 1.5 0.6
C -8.1247 8.6401 -18.6971 -0.4 0.7 -0.6
N -9.8958 11.6394 -16.3479 -1.5 0.8 2.2
H -9.4963 12.5408 -16.0782 0.3 -0.3 -0.3
H -11.4785 11.9078 -17.1805 1.0 -0.1 0.5
H -10.5051 11.4396 -15.4969 0.9 0.0 -1.2
H -8.8394 9.8371 -14.5501 0.3 0.3 0.3
H -7.4190 10.9578 -15.0269 -0.4 -0.3 0.4
H -7.6086 9.3272 -15.6290 1.3 -1.6 -0.3
H -8.1790 10.9974 -17.2600 -0.5 -0.3 0.4
H -10.2711 9.8640 -17.9885 -0.6 0.4 -0.7
H -10.4067 9.0850 -16.4042 -0.3 -0.3 0.0
H -8.6613 8.8382 -19.6813 0.6 -0.4 1.0
H -7.3884 7.8590 -18.7716 0.1 -0.4 -0.4
H -7.5840 9.5706 -18.4383 -0.2 -0.5 -0.1
C -10.1137 3.5592 -19.0460 1.6 1.8 -0.4
C -10.4013 2.8198 -17.7871 -3.5 0.0 -0.7
O -11.5978 2.6301 -17.4481 1.6 0.2 -0.2
N -9.3830 2.3578 -17.1233 1.9 -0.2 0.8
H -14.6054 3.8044 -22.2571 2.1 -0.4 -1.1
H -8.4486 2.6407 -17.4101 -0.6 -0.3 0.0
C -9.4863 1.5435 -15.9361 2.7 -0.1 -1.3
H -9.0159 3.5009 -19.3743 -1.7 -0.4 0.1
H -10.2132 4.6523 -18.8303 -0.2 -0.7 -0.1
H -10.8668 3.3099 -19.7981 0.5 -0.1 0.0
H -10.2641 1.8116 -15.3179 -1.6 0.6 1.3
H -8.5042 1.6082 -15.4871 0.0 0.4 0.8
H -9.4790 0.5187 -16.1985 -0.8 -1.2 -0.4
C -13.2316 3.9190 -27.7220 0.8 -0.6 -0.5
C -12.6071 2.8510 -26.8045 -1.4 4.5 0.0
O -12.4182 3.1618 -25.6233 0.2 0.1 0.8
N -12.2702 1.7086 -27.2129 0.8 -4.8 -1.7
H -11.9454 1.0855 -26.4942 0.2 0.1 0.4
H -13.0363 4.0911 -24.6825 -0.3 -0.7 0.5
C -12.5483 0.9960 -28.4830 0.3 0.2 1.1
H -13.1575 3.7533 -28.8282 0.3 0.1 1.1
H -12.7909 4.8745 -27.3931 -0.2 -0.4 -0.4
H -14.2809 3.9328 -27.5019 -0.7 0.1 0.2
H -12.5193 -0.0884 -28.2576 -0.3 0.7 -0.2
H -11.7471 1.2180 -29.1586 0.2 0.1 -0.7
H -13.5144 1.3105 -28.8499 -0.1 -0.2 -0.3
C -17.7377 10.5448 -13.7006 -1.2 -1.1 -0.2
C -16.5100 10.9487 -14.3779 1.7 -0.2 -0.7
O -16.4797 11.1117 -15.6119 -0.1 0.1 -0.3
N -15.3593 10.9708 -13.6854 -1.2 0.0 1.4
H -7.6570 6.6139 -14.4225 0.0 0.5 -1.2
H -14.6192 11.3880 -14.1900 1.2 0.1 -0.7
C -15.2036 10.9412 -12.2181 -2.9 -0.9 -1.1
H -17.8561 11.0176 -12.7243 0.0 -0.6 0.0
H -17.6893 9.4003 -13.7190 -0.3 1.5 0.6
H -18.5764 10.8467 -14.3323 0.1 -0.1 0.1
H -16.1396 10.6283 -11.7112 0.3 0.4 -0.6
H -14.9802 11.8954 -11.8699 0.9 1.5 0.8
H -14.5770 10.1648 -11.9223 1.8 -0.9 0.3
C -12.3175 12.6117 -20.7690 1.0 -2.5 0.1
C -13.7577 12.5590 -21.0164 -2.8 -0.9 -0.3
O -14.3991 11.6635 -21.6367 1.6 1.0 0.3
N -14.4370 13.5745 -20.4687 -1.5 0.3 -0.3
H -15.6428 11.2315 -22.7216 -0.6 -0.7 -0.7
H -14.0538 14.0862 -19.7053 0.5 0.3 0.1
C -15.8988 13.7325 -20.6970 1.8 0.2 -1.2
H -12.1350 13.2936 -19.9510 0.4 -0.3 0.4
H -11.8170 13.0044 -21.6331 0.3 0.1 -0.6
H -11.9573 11.5184 -20.6154 -0.3 2.1 0.0
H -16.1499 14.7843 -20.5733 -0.1 -0.1 0.1
H -16.4344 13.0888 -20.0518 -0.8 -0.6 0.7
H -16.0592 13.4124 -21.7383 -0.3 0.3 0.5
O -16.9280 3.2399 -20.3974 1.0 -2.5 1.5
C -15.7036 3.0756 -20.9095 0.3 1.2 -1.0
O -15.4072 3.9887 -21.8200 -2.7 1.2 0.6
O -14.9212 2.2379 -20.5844 -0.3 -1.0 1.1
H -17.4698 3.9754 -20.5873 -0.4 1.7 -0.9
O -14.3658 10.9503 -17.2880 -1.3 0.3 0.3
C -13.2912 11.4263 -16.6867 0.3 -0.1 -1.6
O -13.2094 11.5268 -15.4939 1.0 0.5 0.9
O -12.3310 11.7311 -17.6060 -2.2 -0.5 0.4
H -15.1794 10.9743 -16.6261 1.1 0.1 -0.5
O -8.4280 5.9022 -12.7596 -1.3 -0.1 -0.8
C -9.2318 6.1273 -13.8620 -2.2 -1.5 0.6
O -10.3958 5.8404 -14.0160 0.6 0.1 1.2
O -8.5517 6.6256 -14.8336 2.7 0.9 -0.2
H -8.9521 5.3228 -12.1861 0.2 0.2 0.2
O -12.3805 6.0792 -24.8265 -0.5 0.5 2.4
C -12.9349 5.6381 -23.6161 -0.2 -0.4 -0.7
O -13.3910 4.4203 -23.7575 0.4 0.3 -0.7
O -13.0303 6.2572 -22.5799 0.5 0.5 -0.6
H -12.1026 6.9832 -24.5981 0.1 -0.1 -0.5
O -17.9909 9.5127 -24.0601 1.4 2.0 0.8
C -17.3904 10.5003 -23.2135 -0.7 -1.4 0.8
O -16.1082 10.6720 -23.4430 0.6 0.4 -0.2
O -17.9729 10.9931 -22.2678 -0.1 -0.7 -1.3
H -17.4233 9.3472 -24.8502 -0.3 0.3 1.0
O -20.2837 4.2694 -17.6863 1.8 1.2 -0.5
C -18.8599 4.3715 -17.5881 -1.9 1.1 -0.2
O -18.2981 3.5298 -16.8956 0.0 -0.7 0.6
O -18.4121 5.3602 -18.1749 0.7 0.5 -0.6
H -20.4085 3.3652 -17.4900 -0.8 -1.7 0.6